{
  "formula": "C38H44BrLiN4OSSi",
  "method": "ωB97M-V with the def2-TZVPD basis set",
  "lumo_ev": 4.0,
  "orbital_gap_ev": 5.72,
  "total_charge": -2,
  "species": ["Br", "S", "Si", "O", "N", "N", "N", "N", "C", "C", "C", "C", "C", "C", "C", "C", "C", "C", "C", "C", "C", "C", "C", "C", "C", "C", "C", "C", "C", "C", "C", "C", "C", "C", "C", "C", "C", "C", "C", "C", "C", "C", "C", "C", "C", "C", "Li", "H", "H", "H", "H", "H", "H", "H", "H", "H", "H", "H", "H", "H", "H", "H", "H", "H", "H", "H", "H", "H", "H", "H", "H", "H", "H", "H", "H", "H", "H", "H", "H", "H", "H", "H", "H", "H", "H", "H", "H", "H", "H", "H", "H"],
  "positions_angstrom": [[-3.56067, 8.46935, 2.64447], [1.80502, -0.39998, -0.04252], [-2.15553, -0.84172, -3.97706], [-3.12466, 2.87029, 0.48611], [-1.39181, -0.23282, 1.98154], [3.07470, -2.72838, -0.22340], [-1.56870, 2.32254, 2.73616], [0.89552, -2.65975, -1.07719], [3.20143, -1.90556, 3.23099], [0.45186, -0.42082, 5.19704], [1.17206, -3.49543, -2.25164], [-2.23939, 0.66669, -5.11275], [3.01224, -4.04772, 0.39714], [-2.67678, 4.39862, 2.26111], [-1.30927, -1.47288, 1.58214], [-0.12259, -2.17521, 3.53812], [0.04350, -5.77675, -1.77034], [3.68177, 5.31792, -2.04963], [-0.66944, -1.84427, -4.60919], [2.88974, 4.40092, -1.37899], [1.49453, 4.56628, -1.28376], [1.74351, 6.63073, -2.54934], [0.00536, 2.72671, -0.08188], [-3.15881, 4.02983, 0.93900], [3.11785, 6.44075, -2.64668], [-3.76103, 5.11486, 0.19274], [-3.40089, 6.67928, 1.97069], [-2.83400, 5.70516, 2.74626], [-1.96068, 0.00819, -1.08496], [3.68481, -3.27260, 2.75047], [-0.69060, -2.49121, 2.33999], [-0.90468, 1.47008, 3.58272], [0.04960, -4.47706, -2.58043], [1.92005, -1.99202, -0.45561], [0.42078, 0.90244, 5.54288], [-3.67082, -1.90482, -4.40746], [-2.05636, 3.43683, 3.12607], [-0.82592, 0.10036, 3.16915], [0.68158, 3.60432, -0.62612], [-3.86403, 6.38756, 0.67683], [-2.04104, -0.43959, -2.24035], [-0.15575, -0.83983, 3.99031], [0.94621, 5.71698, -1.87988], [-0.40403, -5.60500, -0.32278], [-0.24243, 1.84444, 4.74027], [2.64887, -4.01040, 1.88149], [-1.66470, 1.52084, 0.47206], [-0.69430, -2.86724, -4.22339], [-0.31059, -6.53752, 0.23823], [-0.21295, 2.89097, 5.01494], [-3.12926, 1.26484, -4.90348], [1.67540, -3.52185, 1.98222], [3.33085, 3.52598, -0.91863], [3.75054, -2.12172, 0.22009], [0.96065, -1.15110, 5.81739], [-4.58938, -1.31861, -4.32204], [4.61451, -3.15296, 2.18212], [-0.64236, -1.89555, -5.70145], [0.11352, -2.02502, -1.23001], [3.99274, -4.51827, 0.27133], [1.04786, -6.21481, -1.79885], [0.25833, -1.37777, -4.26746], [-1.75021, -1.67902, 0.61203], [-3.61215, -2.30295, -5.42517], [-3.75631, -2.74682, -3.71555], [-2.46897, 5.94328, 3.74010], [1.29049, 7.50574, -3.00398], [2.94989, -1.25023, 2.39397], [3.73764, 7.15266, -3.18015], [2.28323, -4.65561, -0.13512], [-2.05031, 3.70586, 4.19723], [-1.44700, -5.28372, -0.28136], [-0.66432, -3.50505, 1.96251], [1.31797, -2.83965, -3.11521], [-4.11692, 4.87704, -0.80240], [0.14836, -4.73171, -3.63864], [-0.12247, 5.87259, -1.80607], [-0.62337, -6.48678, -2.26917], [3.96276, -1.41054, 3.83767], [2.30067, -2.00790, 3.83901], [3.93461, -3.88978, 3.61800], [-2.25199, 0.38767, -6.17049], [2.53379, -5.04481, 2.22005], [0.91840, 1.23375, 6.44780], [-4.30452, 7.17466, 0.07663], [0.36899, -2.92922, 4.14641], [-0.90963, -3.96216, -2.46295], [0.19156, -4.83902, 0.17238], [2.10661, -4.03032, -2.09703], [4.75348, 5.15764, -2.11163], [-1.37218, 1.30685, -4.93366]],
  "atomic_forces_ev_per_a": [[-0.013, -0.033, -0.016], [0.026, -0.086, 0.008], [-0.012, -0.062, -0.363], [-0.126, 0.048, -0.161], [0.169, -0.066, 0.220], [0.028, -0.048, 0.019], [-0.172, 0.054, -0.363], [0.053, -0.182, 0.003], [0.095, -0.046, 0.042], [0.025, 0.059, 0.038], [-0.036, 0.039, -0.006], [0.013, 0.071, 0.188], [-0.074, 0.023, 0.040], [-0.068, 0.044, -0.124], [-0.120, 0.029, -0.001], [-0.163, -0.086, -0.050], [-0.022, 0.125, -0.005], [-0.016, 0.024, -0.002], [-0.027, 0.023, 0.141], [0.015, 0.036, -0.033], [-0.020, -0.044, 0.017], [0.023, 0.006, 0.002], [0.142, 0.136, -0.063], [-0.036, -0.060, 0.168], [0.022, 0.009, -0.013], [-0.008, 0.081, -0.078], [-0.001, 0.145, 0.068], [-0.010, -0.075, -0.026], [-0.120, -0.133, -0.429], [-0.130, 0.043, 0.008], [-0.015, -0.064, 0.146], [0.204, 0.097, 0.430], [0.054, -0.100, 0.263], [0.025, 0.260, -0.003], [0.029, -0.148, 0.054], [0.015, 0.035, 0.130], [0.008, -0.086, 0.190], [0.076, -0.161, 0.087], [0.101, -0.035, 0.089], [0.017, -0.090, 0.073], [0.033, -0.254, -0.082], [-0.186, 0.150, -0.041], [0.033, 0.036, -0.028], [0.018, 0.038, -0.015], [-0.096, 0.055, -0.181], [0.068, 0.028, -0.063], [-0.020, 0.139, 0.098], [-0.040, 0.229, -0.173], [-0.021, -0.013, 0.003], [-0.003, -0.004, 0.005], [0.004, -0.007, 0.023], [0.059, -0.073, 0.002], [-0.014, -0.015, -0.007], [0.007, 0.020, -0.026], [0.007, 0.006, -0.010], [0.008, 0.000, 0.017], [0.043, -0.042, 0.030], [-0.068, 0.030, -0.013], [-0.134, 0.105, 0.005], [-0.016, -0.028, -0.030], [0.000, -0.029, -0.017], [-0.028, 0.035, -0.053], [0.035, 0.021, -0.034], [0.026, 0.036, -0.018], [0.013, -0.008, -0.004], [-0.028, -0.004, 0.014], [-0.023, -0.010, 0.007], [-0.037, -0.003, 0.014], [-0.001, 0.007, 0.015], [0.057, -0.024, -0.039], [0.119, 0.057, -0.031], [0.014, 0.029, 0.021], [-0.047, -0.016, -0.058], [0.076, -0.044, 0.040], [0.022, -0.031, 0.001], [-0.039, -0.004, -0.009], [-0.008, -0.028, 0.005], [0.040, -0.051, 0.016], [0.007, 0.021, -0.001], [0.238, 0.041, -0.069], [0.050, -0.003, -0.004], [-0.003, -0.066, 0.008], [-0.036, -0.010, 0.008], [-0.001, 0.014, -0.012], [-0.001, -0.004, -0.017], [-0.054, -0.003, -0.020], [-0.004, -0.055, -0.025], [-0.055, -0.003, 0.060], [0.048, -0.032, -0.003], [-0.003, -0.018, 0.007], [-0.009, 0.003, -0.008]]
}